A 2-piece molecular cluster, C25H32NO5P overall in a non-equilibrium geometry. Source: OMol25; level of theory: ωB97M-V/def2-TZVPD.

Geometry as XYZ:
```
64
Properties=species:S:1:pos:R:3:forces:R:3
C 1.288876 -2.094366 4.059808 0.0 0.1 0.0
C 1.135419 -1.223280 2.832026 -0.4 0.7 -0.1
O 0.016682 -0.320099 3.035617 -0.3 -1.1 -0.1
P -0.252246 0.938193 2.083174 1.9 2.2 0.8
C 1.092044 2.009574 2.248837 0.1 0.0 -0.2
C 2.275526 2.084958 1.486734 -1.3 0.5 1.3
O 3.206352 2.867224 1.678392 0.1 -0.5 -0.6
O 2.263319 1.177261 0.434255 0.8 0.2 -1.0
C 3.069382 1.654810 -0.651672 0.3 -0.4 0.4
C 2.512596 2.900401 -1.299931 -0.1 0.2 0.0
O -0.678731 0.667412 0.689526 -0.6 -0.9 -0.8
O -1.389159 1.653378 2.978087 -0.6 -0.2 -0.5
C -2.230335 2.634297 2.310567 0.3 -0.4 0.0
C -3.191653 3.207402 3.323831 0.1 -0.1 0.1
H 2.084108 -2.814316 3.863970 0.0 -0.1 0.1
H 1.578388 -1.498095 4.930309 -0.1 -0.1 -0.1
H 0.368642 -2.641766 4.285774 0.1 0.1 0.0
H 2.049005 -0.633241 2.664189 -0.3 -0.1 -0.1
H 0.927746 -1.829127 1.938503 0.1 0.1 0.1
H 1.036479 2.714526 3.062820 0.0 -0.1 0.3
H 4.070643 1.869576 -0.258173 -0.1 -0.1 -0.3
H 3.122385 0.824851 -1.361253 0.1 0.0 0.1
H 3.036210 3.084275 -2.240161 0.0 0.0 -0.1
H 1.438097 2.804822 -1.502375 0.2 0.0 0.1
H 2.692104 3.755791 -0.640671 -0.2 -0.1 -0.1
H -1.605010 3.432812 1.883151 0.0 -0.3 0.1
H -2.774474 2.132539 1.495448 0.2 0.2 0.2
H -3.830955 3.932603 2.819882 -0.1 0.1 0.1
H -3.816936 2.413240 3.742787 0.1 0.1 0.0
H -2.651262 3.710742 4.131571 -0.1 -0.1 -0.1
C -1.038774 -3.794758 -1.003158 0.4 -0.3 0.0
C -1.973889 -2.667976 -0.858265 -0.1 1.6 0.2
N -3.310296 -2.856880 -0.687113 0.2 -0.1 0.2
C -3.967524 -4.154434 -0.667206 0.1 -0.1 0.0
C -3.968290 -1.626945 -0.613616 0.5 0.3 -0.6
C -2.995860 -0.611618 -0.778590 -0.5 -0.7 -0.7
C -3.405256 0.716494 -0.845833 -0.4 0.3 0.1
C -4.775974 1.005167 -0.819554 0.5 -0.1 0.1
C -5.731410 -0.023773 -0.714912 0.3 -0.4 0.0
C -5.332709 -1.363858 -0.615184 -0.1 0.5 0.2
C -1.715568 -1.274825 -0.981534 -1.3 -0.9 0.7
C -0.517291 -0.654251 -1.375866 0.2 -0.4 -0.3
C -0.407964 0.069923 -2.603099 0.2 1.0 -0.8
C -1.526890 0.417594 -3.419279 0.1 0.1 0.1
C -1.369309 1.166880 -4.581615 0.0 -0.3 0.2
C -0.086755 1.512572 -5.031919 0.1 -0.2 0.6
C 1.039422 1.111960 -4.292818 -0.2 0.0 -0.2
C 0.881770 0.399597 -3.110305 -0.3 -0.2 0.5
H -0.028616 -3.400115 -1.144075 -0.1 -0.2 0.0
H -1.043478 -4.416817 -0.097877 0.0 0.0 -0.2
H -1.293199 -4.425357 -1.868345 0.1 0.1 0.2
H -5.038634 -3.986683 -0.535613 0.3 -0.2 0.0
H -3.797793 -4.693555 -1.610955 -0.1 0.2 0.2
H -3.592949 -4.775658 0.157722 -0.1 0.2 -0.2
H -2.643665 1.491960 -0.928190 -0.3 -0.1 0.0
H -5.104352 2.044888 -0.898671 0.1 -0.4 0.1
H -6.791949 0.230027 -0.722265 0.3 -0.1 0.0
H -6.040401 -2.187801 -0.554020 -0.1 0.4 0.0
H 0.402483 -0.866454 -0.840352 0.1 -0.3 -0.2
H -2.524037 0.092811 -3.122511 0.3 0.2 -0.1
H -2.258344 1.479851 -5.136482 0.4 -0.2 0.1
H 0.031490 2.083185 -5.953470 0.0 -0.1 0.3
H 2.043507 1.362038 -4.643229 -0.4 -0.1 0.1
H 1.749103 0.033028 -2.553002 -0.3 0.4 -0.2
```
Positions in Å, forces in eV/Å.

Its net charge is 0. The value obtained for the total energy is -47460.2191 eV. As for the multiplicity: 1. For the LUMO energy, the calculation gives -0.0858 Ha. The molecular weight is 457.51 g mol⁻¹. As for the relative energy (zero: lowest compared OMol25 entry of this formula, charge and spin): 1.4 kcal per mole.

Results of the natural (NBO) charge analysis, in e, for atoms 1 through 4: number 1, C, carries -0.62; number 2, C, carries -0.06; number 3, O, carries -0.82; number 4, P, carries 2.41

C54H59AsBrN6O7P2RbS2Se as an isolated structure in a non-equilibrium geometry. Source: OMol25; level of theory: ωB97M-V/def2-TZVPD.

Geometry as XYZ:
```
134
Properties=species:S:1:pos:R:3:forces:R:3
Rb 0.122476 0.269716 2.857096 -0.3 -0.3 -0.1
Se 6.963752 -3.613201 5.283766 -0.2 1.1 -0.7
N 6.774855 -1.816160 5.040100 0.0 -0.4 0.5
C 5.807502 -1.657716 4.188192 -0.3 1.0 -0.2
C 5.265769 -0.333542 3.846884 -0.6 0.3 -1.5
C 5.748419 0.861861 4.351232 1.0 1.0 -0.1
C 5.276443 2.073951 3.849012 -0.7 -0.7 0.1
C 4.314377 2.057737 2.805660 1.6 1.1 0.3
N 3.801013 0.946402 2.343529 0.1 -0.7 -0.2
C 4.246241 -0.228701 2.827291 1.8 1.3 2.2
C 3.681021 -1.420506 2.335907 -2.0 -2.9 -1.9
N 2.591694 -1.274703 1.531229 0.2 -1.4 0.5
C 1.958913 -2.392467 1.150533 -0.2 0.7 -0.6
C 2.268539 -3.717926 1.514065 -0.1 0.5 0.7
C 3.340371 -3.878324 2.374553 0.5 0.4 -0.9
C 4.126275 -2.727569 2.658669 -1.2 0.1 0.6
C 5.207740 -2.835700 3.588386 1.5 0.4 1.4
N 5.726515 -3.924733 4.059484 -0.5 -1.6 -0.4
H 6.652921 0.904800 4.988788 -0.9 -0.3 0.0
H 5.621149 2.975467 4.335517 0.1 0.2 -0.5
H 4.170473 2.974377 2.187383 -0.5 -0.6 0.9
H 1.098751 -2.220601 0.499612 0.1 0.0 0.2
H 1.566180 -4.505961 1.212361 0.6 0.2 0.2
H 3.657848 -4.847577 2.781341 -0.2 0.5 -0.2
Br -0.204211 -9.161971 4.633737 0.5 -0.9 0.5
C -0.989035 -7.773833 3.709026 -2.0 1.8 -0.6
C -2.332352 -7.879859 3.254886 0.7 -0.5 -0.1
C -2.997236 -6.821672 2.687503 0.1 1.7 0.7
C -2.338989 -5.550077 2.598240 -2.7 0.9 0.0
C -0.988608 -5.502541 2.876629 1.7 0.2 -0.2
C -0.368000 -6.525503 3.575171 0.9 -1.1 0.0
N -3.005439 -4.345223 2.321841 2.1 -0.9 -0.4
C -4.303954 -4.222502 2.287962 -0.5 0.9 -1.2
C -5.040440 -3.226561 1.527909 0.1 -1.1 2.2
C -6.320993 -3.681779 1.101239 -1.1 1.6 -0.6
C -7.136321 -2.767658 0.434691 2.0 0.4 0.8
C -6.705299 -1.412579 0.350452 0.1 -1.7 -0.1
C -5.456988 -1.100995 0.846416 -0.5 0.7 -0.7
N -4.632551 -1.934227 1.447073 0.2 -0.7 -0.7
H -2.857696 -8.814859 3.328928 0.0 -0.4 0.2
H -4.076935 -6.784646 2.506410 0.5 -0.6 -0.2
H -0.379141 -4.700314 2.432866 -0.5 0.1 1.0
H 0.643734 -6.427751 4.020933 -0.6 0.1 -0.7
H -5.003105 -4.815128 2.821825 -0.4 -1.4 0.4
H -6.700422 -4.680738 1.325452 0.6 0.1 -0.3
H -7.981136 -3.050856 -0.126467 -1.2 -0.5 -0.1
H -7.305605 -0.739108 -0.203042 -0.3 0.8 -0.3
H -5.057106 -0.107047 0.701807 -0.2 0.4 0.1
C 0.289878 2.180081 8.444959 0.2 1.4 -2.6
C 0.703906 1.085196 7.493078 -1.7 -1.3 0.0
O -0.465348 0.311295 6.998180 1.1 0.9 0.4
P -1.633188 0.980215 6.112631 -0.8 -1.3 1.0
S -2.301791 -0.610717 5.076387 0.1 1.1 0.2
S -0.919686 2.642626 5.292674 -0.5 0.0 -0.5
O -2.681288 1.264694 7.368163 0.7 0.4 -0.7
C -4.037479 1.733036 7.268296 0.7 0.1 -1.6
C -4.580781 1.761121 8.661940 -1.2 1.7 -0.1
H 1.199898 2.557461 8.867688 0.6 0.5 0.4
H -0.311223 1.794974 9.230895 -0.9 0.0 0.5
H -0.151637 3.028271 7.728458 0.5 -1.8 2.2
H 1.346672 0.293635 7.858159 0.0 0.0 0.7
H 1.217412 1.489994 6.663483 0.4 0.6 -1.1
H -4.597818 0.994903 6.686186 0.0 0.0 -0.1
H -4.049503 2.702081 6.658626 -0.1 -1.0 1.2
H -4.524977 0.818194 9.137488 0.2 -1.1 0.3
H -5.643617 2.085424 8.667739 0.5 -0.3 -0.2
H -4.082884 2.484968 9.286956 0.5 0.3 0.2
O 1.454163 1.087468 0.418104 0.5 0.3 0.8
H 2.213002 1.125844 1.050574 -0.4 -0.3 -0.7
H 1.076495 1.978469 0.411680 -0.2 0.2 -0.5
O -2.964714 0.157677 2.138872 0.3 0.6 0.6
H -2.934464 0.145087 3.140901 -0.1 -0.3 -0.9
H -3.552993 -0.580899 1.865946 0.0 -0.2 0.4
O -1.903480 2.615888 1.809692 0.1 0.1 -0.8
H -2.396974 1.766275 1.804188 0.0 0.1 0.5
H -1.632236 2.894085 2.683862 -0.3 -0.3 0.7
O -0.373454 3.494709 -0.155995 0.4 1.8 0.8
H -1.017131 3.170266 0.530273 0.3 0.3 -0.3
H -0.215957 4.458408 0.057304 -0.4 -1.7 -0.2
O -1.283284 -2.143089 1.699766 -0.1 0.9 -0.1
H -1.935280 -1.413415 1.618354 0.7 -0.4 0.0
H -1.878447 -2.870441 1.971477 -0.1 -0.6 0.0
C 1.116245 2.727300 -3.895893 -0.8 0.6 0.2
C 0.976450 2.427806 -5.385092 0.2 -0.2 -0.7
As 2.259393 3.558441 -6.464917 0.0 -0.9 -0.4
C 3.872643 2.387164 -6.465373 -0.1 0.8 1.5
C 3.839178 1.164871 -7.076045 -0.5 -1.0 -0.2
C 4.938427 0.303785 -7.075668 0.2 0.4 0.0
C 6.078645 0.689021 -6.376982 0.3 0.7 -0.9
C 6.123181 1.924876 -5.731074 -0.7 -0.3 0.8
C 5.005206 2.743999 -5.705649 -0.5 -0.4 -1.3
C 1.732966 3.145925 -8.366491 0.4 1.1 -0.5
C 0.425455 3.419529 -8.829033 1.4 -0.3 0.4
C 0.197735 3.722649 -10.171691 -1.2 0.0 1.1
C 1.250362 3.707438 -11.044018 -0.1 0.1 -2.4
C 2.551783 3.427837 -10.667890 0.5 -0.3 0.8
C 2.781201 3.163578 -9.319850 0.7 -0.3 0.6
P -0.054118 1.894254 -2.636876 1.5 1.1 1.1
C -1.727645 2.531469 -2.980784 -0.2 -0.4 0.4
C -1.860858 3.909252 -2.857013 0.0 0.6 -0.7
C -3.122390 4.535823 -2.928598 1.0 0.0 1.1
C -4.251329 3.747112 -2.872561 -0.1 -0.2 -0.8
C -4.138266 2.352784 -2.939739 0.1 0.9 -0.1
C -2.897605 1.751625 -2.971169 0.1 -1.0 0.2
C -0.043163 0.188819 -3.075232 -1.0 -1.9 -2.5
C -0.854875 -0.148474 -4.216054 0.5 -1.7 0.7
C -1.079861 -1.533646 -4.480717 0.7 0.6 -0.1
C -0.339962 -2.528786 -3.786803 0.2 2.8 -0.1
C 0.659768 -2.163146 -2.873572 -1.2 -0.6 0.6
C 0.687183 -0.853142 -2.437636 0.4 1.5 -0.3
H 1.027704 3.823601 -3.588172 0.2 -1.2 -0.8
H 2.125166 2.404603 -3.664579 0.2 0.0 0.7
H -0.017651 2.659641 -5.786042 0.1 -0.1 0.1
H 1.212474 1.353393 -5.591723 -0.3 0.8 0.2
H 2.876526 0.889829 -7.501976 0.4 -0.3 -0.4
H 4.955191 -0.600675 -7.676303 -0.2 0.0 0.3
H 7.015265 0.158706 -6.501718 -0.2 -0.4 0.3
H 6.952844 2.201618 -5.106395 0.5 0.0 -0.1
H 5.002658 3.684940 -5.202342 0.2 0.5 0.4
H -0.319119 3.357175 -8.064938 -0.8 0.3 0.0
H -0.815195 4.024112 -10.514934 0.8 -0.5 0.2
H 0.982153 3.860202 -12.108529 0.5 0.1 0.7
H 3.428462 3.411869 -11.337993 -0.9 0.1 0.1
H 3.832641 2.937135 -9.002129 -1.1 0.4 -0.2
H -0.925738 4.467617 -2.702622 -0.7 0.1 -0.2
H -3.216683 5.623187 -2.820874 0.2 -0.4 -0.2
H -5.214688 4.236238 -2.856523 -0.2 -0.1 0.0
H -5.029088 1.768505 -3.023899 -0.4 -0.4 0.3
H -2.870366 0.639797 -2.881386 0.2 1.1 -0.4
H -1.321222 0.636347 -4.859779 0.4 -0.8 0.8
H -1.758995 -1.811341 -5.306909 0.3 0.0 0.7
H -0.541754 -3.528355 -3.945580 -0.3 -2.0 -0.6
H 1.240910 -2.924860 -2.311008 -0.4 0.6 -0.7
H 1.369520 -0.596737 -1.630251 -0.2 0.2 0.1
```
Positions in Å, forces in eV/Å.

Its net charge is -1. The value obtained for the total energy is -317361.6035 eV. As for the multiplicity: 2. For the LUMO energy (alpha / beta), the calculation gives 0.0159 / 0.0159 Ha. As for the expectation value of S²: 0.773. The molecular weight is 1349.44 g mol⁻¹. As for the relative energy (zero: lowest compared OMol25 entry of this formula, charge and spin): 86.1 kcal per mole.

Results of the Mulliken charge analysis, in e, for atoms 1 through 4: number 1, Rb, carries 0.64; number 2, Se, carries 0.23; number 3, N, carries -0.85; number 4, C, carries 0.62

C26H19I2N5RbS as an isolated structure in a non-equilibrium geometry. Source: OMol25; level of theory: ωB97M-V/def2-TZVPD.

Geometry as XYZ:
```
54
Properties=species:S:1:pos:R:3:forces:R:3
Rb 0.345505 0.986533 -0.374704 0.1 0.2 0.1
C -3.326451 0.580256 4.015293 0.0 0.0 0.1
C -2.892237 -0.700895 3.700466 0.0 0.0 0.0
C -2.513546 -1.017392 2.407265 0.0 0.1 0.0
C -2.558563 -0.053917 1.386507 -0.3 -0.1 0.2
C -2.989914 1.236139 1.721594 0.0 -0.1 0.0
C -3.371430 1.543622 3.017178 0.0 0.0 0.0
N -2.115161 -0.321480 0.102603 0.0 0.0 -0.3
C -2.607129 -1.294156 -0.626597 0.1 0.2 0.1
C -3.820106 -2.007835 -0.289693 -0.1 -0.1 0.0
C -4.352460 -2.947073 -1.110691 0.1 0.1 0.1
C -3.723888 -3.297634 -2.337996 0.0 -0.1 -0.1
C -2.563317 -2.687214 -2.689942 0.1 0.1 0.1
C -1.962666 -1.686790 -1.870613 -0.6 -0.3 0.2
N -0.803150 -1.080997 -2.192201 0.7 0.1 -0.5
N -0.193334 -1.530221 -3.225175 -0.7 -0.3 0.1
C 1.003272 -0.932573 -3.560309 0.7 0.5 -0.1
C 1.533708 -1.294999 -4.813386 -0.2 0.0 0.1
C 2.717162 -0.735360 -5.236628 0.1 0.1 0.1
C 3.374420 0.165311 -4.402780 0.0 0.0 0.0
C 2.801011 0.441864 -3.173697 0.1 0.0 0.0
N 1.654465 -0.081396 -2.751664 -0.3 -0.2 -0.1
H -3.611891 0.827959 5.030053 0.0 0.0 0.0
H -2.844993 -1.461256 4.471572 0.0 0.0 0.0
H -2.161230 -2.012918 2.164394 0.0 0.0 0.0
H -3.030900 1.984651 0.938887 0.0 0.0 0.0
H -3.708146 2.546944 3.249573 0.0 0.0 0.0
H -4.323557 -1.742071 0.629505 0.0 0.0 0.0
H -5.282554 -3.432852 -0.836807 0.0 0.0 0.0
H -4.181031 -4.037367 -2.983500 0.0 0.0 0.0
H -2.060482 -2.930257 -3.615233 0.0 0.0 0.0
H 0.977418 -2.004279 -5.410258 0.0 0.0 0.0
H 3.138797 -0.991523 -6.200893 0.0 0.0 0.0
H 4.305252 0.634392 -4.690578 0.0 0.0 0.0
H 3.292036 1.115414 -2.476048 0.0 0.0 0.0
S 3.388698 3.458498 3.338185 -0.1 -0.2 -0.2
C 2.507124 4.755389 2.654519 0.0 0.1 0.1
C 1.726643 4.364579 1.605240 0.3 0.0 0.3
C 1.795367 2.972747 1.280111 -0.3 -0.2 -0.5
C 2.649362 2.335042 2.124779 0.2 0.7 0.4
C 3.013899 0.931216 2.165928 0.1 -0.3 0.0
C 3.959923 0.424544 3.078018 -0.1 0.0 -0.1
C 4.261490 -0.919344 3.077657 0.0 0.0 0.0
C 3.629508 -1.762135 2.169965 0.0 0.0 0.0
C 2.717193 -1.186332 1.302924 0.1 -0.1 0.0
N 2.410469 0.104709 1.289903 0.3 -0.1 0.2
H 2.614712 5.745930 3.077937 0.0 0.0 0.0
H 1.105918 5.073340 1.067775 0.0 0.0 0.0
H 4.438424 1.102042 3.771914 0.0 0.0 0.0
H 4.986770 -1.315273 3.779366 0.0 0.0 0.0
H 3.834553 -2.823498 2.135855 0.0 0.0 0.0
H 2.200156 -1.801165 0.568763 0.0 0.0 0.0
I -1.996613 2.299226 -2.678564 -0.9 0.8 -0.6
I -3.388506 4.459853 -3.775774 0.7 -1.0 0.5
```
Positions in Å, forces in eV/Å.

Its net charge is -1. The value obtained for the total energy is -62412.9137 eV. As for the multiplicity: 1. For the LUMO energy, the calculation gives -0.0017 Ha. The molecular weight is 772.82 g mol⁻¹.

Results of the Mulliken charge analysis, in e, for atoms 1 through 4: number 1, Rb, carries 0.78; number 2, C, carries -0.44; number 3, C, carries -0.63; number 4, C, carries -0.02